1.
A structure of composition CDyF3MgNO4S3 at a distorted geometry. Source: OMol25; level of theory: ωB97M-V/def2-TZVPD.

Each line ends with the Löwdin spin population.
Cartesian coordinates (Å):
Dy 0.873049 5.223163 6.155170  5.8344
N 2.919297 4.673983 5.544802  0.0261
S 3.515213 3.609848 4.695902  0.0103
O 2.655189 2.493525 4.080621  -0.0002
C 3.979764 4.359639 3.047057  0.0003
F 4.780849 5.402505 3.213876  0.0001
F 2.851327 4.758297 2.446836  0.0002
F 4.586227 3.478840 2.261379  0.0000
Mg 0.800464 2.496058 3.626177  0.0099
S -1.744709 3.529356 5.049204  -0.0892
O -0.088907 3.775515 4.937256  0.0263
S -1.668011 1.447661 4.382609  -0.5208
O -0.811982 1.602281 3.005918  -0.2965
O 4.712460 2.874199 5.207556  -0.0009

Atomic forces in eV per Å
Dy 2.3 1.4 1.2
N -1.8 0.1 -0.2
S 4.4 -2.4 1.1
O -2.0 0.2 -0.2
C 0.9 -0.3 0.8
F -0.2 0.1 0.0
F -0.6 0.3 -0.4
F -0.2 0.0 0.1
Mg 1.7 0.5 0.1
S 1.1 -2.1 -0.6
O -2.3 -1.4 -1.4
S 0.8 2.1 -2.5
O -1.6 -0.5 3.3
O -2.4 2.1 -1.2

Calculated values
Calculated total energy, eV: -80896.3404
Spin multiplicity: 6
LUMO energy (alpha / beta), eV: -8.032 / -5.681
Expectation value of S²: 9.776
Net charge: +1

=====

2.
The molecule C5H13NO at a distorted geometry. Source: OMol25; level of theory: ωB97M-V/def2-TZVPD.

Each line ends with the Mulliken charge.
Cartesian coordinates (Å):
C 0.841997 1.969038 0.793348  -1.3281
C -0.304406 1.137562 0.317993  0.4267
N -1.652307 1.638803 0.727376  -0.7442
C -0.260999 -0.380092 0.876520  -0.7444
C 0.740431 -1.355245 0.314258  -0.4627
C 0.911585 -1.545028 -1.226571  -0.6800
O -0.332178 -1.576312 -1.921937  -0.5048
H 0.781623 2.023558 1.941420  0.2487
H 1.851910 1.639387 0.568501  0.3337
H 0.789125 3.039098 0.479220  0.3499
H -0.336399 1.247951 -0.762117  0.2993
H -1.678176 2.593183 0.403695  0.2692
H -1.771836 1.805309 1.761782  0.2582
H -1.260007 -0.843407 0.799855  0.3090
H -0.107816 -0.274295 1.978430  0.3652
H 1.767731 -1.136665 0.585763  0.3085
H 0.347306 -2.316075 0.712888  0.3175
H 1.522217 -2.466853 -1.438600  0.3282
H 1.457607 -0.665629 -1.585293  0.3258
H -0.711364 -2.464097 -1.614960  0.3243

Atomic forces in eV per Å
C 0.3 1.5 2.6
C -1.3 -1.7 0.8
N 0.4 0.7 1.1
C -0.4 2.0 -0.3
C 0.1 -1.2 -1.0
C -0.2 0.6 0.6
O -0.4 -2.4 0.9
H 0.2 -0.1 -1.4
H 0.0 -0.4 -0.3
H -0.2 -0.8 -0.1
H 0.0 -0.8 -0.3
H -0.3 0.4 -0.4
H 0.6 -0.8 -1.1
H 0.3 0.6 -0.3
H 0.1 -0.1 -0.7
H 0.2 -0.2 0.8
H 1.0 0.2 0.0
H -0.5 0.8 0.3
H -0.1 -0.2 -0.3
H 0.3 2.0 -0.9

Calculated values
Calculated total energy, eV: -8932.5246
Spin multiplicity: 1
LUMO energy, eV: 0.940
Energy above the lowest of the compared OMol25 structures with the same formula, charge and spin, kcal per mole: 34.27
SMILES: C[C@H](N)CCCO
Net charge: 0

=====

3.
A cluster of 2 separate species, C8H14O in total at a distorted geometry. Source: OMol25; level of theory: ωB97M-V/def2-TZVPD.

Each line ends with the Mulliken charge.
Cartesian coordinates (Å):
C -1.410470 0.402536 1.139252  -1.0283
C -0.903267 -0.607993 0.433607  1.0276
C -1.760748 -1.593281 -0.305430  -1.3849
C 0.545014 -1.070609 0.595113  0.5766
C 1.150088 -0.921726 1.971435  -1.3748
O 1.105449 -1.659422 -0.300499  -0.5724
H -0.797858 1.104031 1.679394  0.2585
H -2.468615 0.611378 1.133092  0.2987
H -1.958402 -2.471624 0.314579  0.3660
H -2.711931 -1.149753 -0.585376  0.4073
H -1.223664 -1.936699 -1.189117  0.3306
H 0.553880 -1.480380 2.686978  0.3879
H 1.143760 0.122830 2.274752  0.3451
H 2.170632 -1.298205 1.966201  0.3460
C -0.470958 0.896996 -1.830876  -0.7530
C 0.366633 1.746128 -1.225946  0.0557
C 1.795465 1.432917 -0.970526  -1.0130
H -0.087704 0.022174 -2.332446  0.2515
H -1.500904 1.157104 -2.013614  0.3242
H -0.012580 2.653694 -0.772780  0.3387
H 1.953341 1.341260 0.115680  0.1429
H 2.087455 0.487013 -1.399272  0.2727
H 2.435384 2.211631 -1.384201  0.3964

Atomic forces in eV per Å
C 0.2 -0.4 -0.2
C 0.0 -0.6 1.5
C 0.2 0.1 -0.2
C -0.7 0.0 0.0
C 0.3 0.1 -0.4
O 0.0 0.1 0.1
H 0.2 0.0 0.2
H -0.2 0.1 -0.2
H 0.1 0.0 0.0
H -0.1 0.0 -0.1
H -0.1 0.0 -0.1
H -0.1 0.0 0.1
H 0.0 0.1 0.1
H 0.0 0.0 0.0
C 0.9 1.4 -0.7
C -0.7 -0.9 -0.4
C 0.1 0.1 0.3
H 0.0 -0.3 0.2
H -0.2 0.0 0.2
H -0.1 0.1 0.0
H 0.2 0.3 -0.2
H 0.0 -0.3 -0.2
H 0.2 0.1 0.2

Calculated values
Calculated total energy, eV: -10568.8041
Spin multiplicity: 1
LUMO energy, eV: 0.698
Energy above the lowest of the compared OMol25 structures with the same formula, charge and spin, kcal per mole: 28.59
SMILES: C=C(C)C(C)=O.C=CC
Net charge: 0

=====

4.
A structure of composition C19H15Cl3N2O6RuS2. Source: OMol25; level of theory: ωB97M-V/def2-TZVPD.

Each line ends with the Mulliken charge.
Cartesian coordinates (Å):
Ru -0.252235 -0.531702 0.016821  -0.0580
C -4.625360 0.936463 -0.469270  -0.6881
O -4.895429 -0.349348 0.092731  -0.5193
C -4.254396 -0.706843 1.241154  0.3465
C -5.015330 -1.213906 2.267339  -0.4863
C -4.428362 -1.662060 3.455869  -0.7361
C -3.068777 -1.591428 3.599112  -1.0605
C -2.252056 -1.106496 2.556598  0.9541
C -0.838281 -1.055106 2.813656  -0.4256
N 0.090190 -0.874426 1.936051  1.0173
N 1.395443 -0.848992 2.376377  -1.1690
C 2.196823 -0.638690 1.373770  0.8277
O 1.797962 -0.475720 0.158048  -0.6310
C 3.659255 -0.631261 1.619642  0.3406
C 4.528333 -0.405430 0.557756  -0.4305
C 5.897559 -0.385294 0.774684  -0.6624
C 6.402501 -0.592098 2.049981  -0.3866
C 5.535332 -0.819022 3.111462  -0.6418
C 4.167420 -0.839455 2.899364  -0.2034
C -2.837729 -0.652602 1.352050  0.5619
O -2.156515 -0.159120 0.347429  -0.6283
H -5.510905 1.202819 -1.043249  0.3447
H -3.758226 0.898525 -1.124597  0.1945
H -4.457638 1.681826 0.310305  0.3023
H -6.087319 -1.254475 2.123463  0.4570
H -5.048153 -2.046637 4.253602  0.3936
H -2.594613 -1.921247 4.515292  0.3912
H -0.493067 -1.177035 3.835783  0.4253
H 4.120376 -0.242618 -0.430021  0.3993
H 6.570956 -0.206137 -0.053249  0.3993
H 7.471599 -0.575093 2.218421  0.3839
H 5.927934 -0.979053 4.107137  0.3903
H 3.480998 -1.011203 3.716466  0.4339
Cl -0.002884 3.426292 -2.961679  -0.1236
C -0.567044 3.270564 -1.295340  0.6979
Cl 0.327684 4.365063 -0.249716  -0.1175
Cl -2.301124 3.630538 -1.205283  -0.1305
C -0.391965 1.811905 -0.836595  0.5344
O 0.029095 1.557331 0.313472  -0.4112
O -0.704623 0.881795 -1.614544  -0.5377
C -0.831106 -5.324363 -1.494754  -0.7266
O -0.161456 -4.178134 -2.055044  -0.2996
C -0.200347 -3.069793 -1.366531  0.7406
S -0.939301 -2.815745 0.122868  -0.2454
S 0.508255 -1.648335 -1.905873  -0.1721
H -0.686174 -6.121803 -2.214412  0.2447
H -1.890598 -5.106576 -1.367913  0.3586
H -0.379704 -5.582073 -0.537733  0.3514

Atomic forces in eV per Å
Ru -0.1 0.2 0.2
C 0.1 -0.1 -0.1
O -0.1 -0.1 0.0
C 0.0 0.1 0.0
C 0.0 0.0 0.0
C 0.0 0.0 0.0
C 0.0 0.0 0.0
C 0.0 0.0 0.0
C 0.0 0.0 -0.1
N 0.0 -0.1 0.0
N 0.0 0.1 0.2
C 0.1 -0.2 0.0
O 0.0 0.1 0.0
C 0.0 0.1 0.0
C 0.0 0.0 0.0
C 0.0 0.0 0.0
C 0.0 0.0 0.0
C 0.0 0.0 0.0
C 0.0 0.0 0.0
C -0.1 -0.1 0.1
O 0.1 0.1 -0.1
H 0.0 0.0 0.0
H 0.0 0.0 0.0
H 0.0 0.0 0.0
H 0.0 0.0 0.0
H 0.0 0.0 0.0
H 0.0 0.0 0.0
H 0.0 0.0 0.0
H 0.0 0.0 0.0
H 0.0 0.0 0.0
H 0.0 0.0 0.0
H 0.0 0.0 0.0
H 0.0 0.0 0.0
Cl 0.0 0.0 0.0
C 0.0 0.0 0.0
Cl 0.0 0.0 0.0
Cl 0.0 0.0 0.0
C -0.1 -0.1 -0.1
O 0.1 0.0 0.0
O 0.0 -0.1 -0.1
C 0.0 0.0 0.0
O 0.0 0.0 0.0
C -0.1 0.0 0.1
S 0.1 0.0 -0.2
S 0.1 -0.1 0.0
H 0.0 0.0 0.0
H 0.0 0.0 0.0
H 0.0 0.0 0.0

Calculated values
Calculated total energy, eV: -97031.3052
Spin multiplicity: 1
LUMO energy, eV: -1.283
Energy above the lowest of the compared OMol25 structures with the same formula, charge and spin, kcal per mole: 0.00
Net charge: 0

=====

5.
A cluster of 2 separate species, C4H12NOS in total at a distorted geometry. Source: OMol25; level of theory: ωB97M-V/def2-TZVPD.

Each line ends with the Mulliken charge.
Cartesian coordinates (Å):
C -0.027106 2.271763 -0.273816  -0.5595
N 0.164856 0.831170 0.058361  -0.4244
C -1.051952 0.095826 0.571642  -0.6889
C -1.394042 -1.248763 -0.130463  -0.4926
S -2.561775 -1.834168 1.090876  -0.7167
C -0.216819 2.553437 -1.786309  -0.7651
H 0.927396 2.534774 0.099939  0.3893
H -0.647621 3.093251 0.412522  0.2846
H 0.787052 0.454392 -0.530710  0.2404
H -0.566368 -0.346954 1.410053  0.2603
H -1.869166 0.798231 0.529762  0.3457
H -1.862818 -1.302509 -1.128919  0.2513
H -0.480369 -1.935401 -0.073961  0.1349
H 0.561503 2.903610 -2.384892  0.3246
H -1.195977 2.986994 -2.091293  0.2450
H -0.323959 1.421642 -1.983213  0.1714
H 2.635782 -4.683824 1.815363  0.3323
H 3.551897 -3.824657 2.312470  0.3155
O 3.569488 -4.768811 2.082586  -0.6479

Atomic forces in eV per Å
C 0.5 1.9 1.4
N -4.7 3.7 2.9
C 3.0 -1.4 -3.1
C 0.6 -0.3 0.7
S -1.4 -1.4 0.5
C -2.8 -3.6 0.9
H 1.5 1.5 -0.4
H 0.7 -3.1 -1.4
H 2.4 -2.0 -2.7
H -1.3 0.5 1.8
H -0.2 -0.2 0.9
H 0.5 0.6 0.2
H -0.9 1.0 -0.5
H 1.5 0.9 -0.5
H 0.7 0.0 0.4
H -0.1 1.7 -1.0
H 0.0 -1.4 -0.3
H 1.3 0.0 0.4
O -1.4 1.4 -0.1

Calculated values
Calculated total energy, eV: -18712.9952
Spin multiplicity: 1
LUMO energy, eV: 3.164
Energy above the lowest of the compared OMol25 structures with the same formula, charge and spin, kcal per mole: 86.69
Net charge: -1

=====

Q: What is the formula in the third record?
A: C8H14O